A single C4H8N2S molecule. Source: the OMol25 dataset; level of theory: wB97M-V/def2-TZVPD.

Energy relative to the best compared isomer or geometry (same formula, charge and spin), kJ/mol: 324.92
Structure (SMILES): [H]/N=C\N(C=S)CC
Frontier orbital gap, eV: 8.8572
HOMO energy, eV: -8.98

The geometry in XYZ format:
```
15
Properties=species:S:1:pos:R:3:lowdin_charge:R:1
C 0.099 1.787 -0.357 -0.067
C -0.017 0.524 0.641 -0.242
C -1.102 -1.432 -0.108 -0.254
C 1.447 -1.263 -0.186 -0.665
H 0.307 2.598 0.444 0.085
H -0.776 2.179 -1.086 0.112
H 1.036 1.801 -0.905 0.035
H -1.079 0.244 1.102 0.126
H 0.757 0.544 1.268 0.024
H -0.936 -2.481 -0.377 0.118
H -2.101 -0.006 0.195 0.062
H 1.609 -2.135 -0.905 0.077
N 0.155 -0.701 -0.080 -0.171
N -2.277 -1.071 0.190 0.093
S 2.879 -0.588 0.165 0.666
```